# C6H36O13Y

A structure of composition C6H36O13Y (wB97M-V/def2-TZVPD, the OMol25 dataset).

Geometry (Å):
H  -1.67317  3.90994  -1.17291
H  -1.08278  -0.76844  -6.25903
H  -1.06591  1.36625  0.62702
C  -0.90837  0.31506  0.38556
H  2.88400  1.71932  -0.55591
H  -1.16279  -0.32375  1.23130
O  -3.03157  -0.45694  3.29336
H  1.49710  -3.39959  -0.76252
H  -2.97232  2.11196  1.55260
H  -3.65712  -1.17992  3.24652
H  -0.58597  -3.42033  2.15505
H  0.68324  -6.31418  2.70361
H  1.57700  0.35982  -2.06777
H  -1.92664  0.97772  3.31409
O  1.76537  0.30768  -5.21264
H  -1.45603  3.28714  -2.53558
H  2.38441  -5.80060  2.99535
H  0.85543  2.13947  1.41463
H  1.17362  3.34450  -3.07686
H  1.08473  -3.89150  -2.13360
H  -0.21342  3.89745  0.76839
H  1.20256  4.74695  -2.50746
H  -1.69441  0.00682  -0.30382
O  1.80068  -3.45881  -1.66836
H  -1.45086  -0.57919  -4.80280
C  -0.24402  -4.21299  1.48958
H  -0.16607  0.03737  -2.22322
H  -0.17057  5.20623  0.00868
H  -1.15521  1.79902  4.32515
C  0.45051  -0.19480  -0.15355
H  -0.03188  2.56540  2.56491
H  -0.91624  -5.04285  1.70763
O  0.74677  2.82585  2.07288
H  2.49280  3.00555  -1.25196
H  0.52298  1.49358  -1.42450
O  3.25057  2.52698  -0.91583
H  -0.30955  -3.90454  0.44619
H  1.60527  -4.90008  0.92412
H  1.86352  1.12602  -4.72591
H  0.82885  0.25228  -5.40259
C  0.61319  0.41602  -1.56180
H  0.32226  -1.26527  -0.31408
O  1.09836  3.82951  -2.25507
O  1.53743  0.02230  0.73797
O  -2.10443  3.76051  -2.01429
H  -2.28427  -0.81675  3.77117
H  -3.73912  3.41691  1.52025
O  -0.91420  -0.20679  -5.50248
H  1.10580  -4.96776  3.87441
O  -1.51134  1.83129  3.43726
C  1.17735  -4.46660  1.82805
O  -3.83763  2.47708  1.36777
O  1.99530  -3.32545  1.91996
O  -0.77627  4.54607  0.34565
C  1.34375  -5.48067  2.94254
Y  3.17930  -1.25024  1.83286

Computed properties:
2S+1: 2
LUMO (spin up / spin down): -10.57 / -12.15 eV
E: -34445.7006 eV
Frontier orbital gap (spin up / spin down): 3.4 / 1.8 eV
⟨S²⟩: 0.755
Charge: +2